Record 1
Here is 8 unconnected molecules or ions with the total composition C17H29Cl21N3 in a non-equilibrium geometry from the Open Molecules 2025 dataset. Energies are from wB97M-V/def2-TZVPD.

As for the HOMO energy: -12.2521 eV. The calculation puts the HOMO-LUMO gap at 9.291 eV. The value obtained for the calculated total energy is -10493.1845 a.u. The charge is +1.

Element x y z (Å)
C1 0.623 -0.553 0.710
C2 1.021 0.192 -0.578
C3 0.160 1.402 -0.962
C4 -1.093 1.026 -1.773
N1 -2.431 1.402 -1.290
C5 -2.810 1.776 -0.058
N2 -2.132 1.713 1.124
N3 -4.106 2.145 -0.091
C6 -4.737 1.548 -1.283
C7 -3.610 0.628 -1.792
C8 -3.687 -0.779 -1.150
C9 -3.553 -1.973 -2.132
C10 -2.177 -2.648 -2.133
H1 1.518 -0.773 1.303
H2 -0.032 0.046 1.350
H3 0.151 -1.518 0.499
H4 2.053 0.539 -0.468
H5 1.026 -0.498 -1.427
H6 0.778 2.023 -1.622
H7 -0.055 2.016 -0.093
H8 -1.097 -0.049 -1.970
H9 -1.020 1.499 -2.759
H10 -1.421 2.371 1.397
H11 -2.414 1.022 1.796
H12 -4.586 2.133 0.798
H13 -4.961 2.337 -2.007
H14 -5.678 1.039 -1.075
H15 -3.629 0.531 -2.879
H16 -2.914 -0.900 -0.380
H17 -4.651 -0.871 -0.637
H18 -4.291 -2.727 -1.842
H19 -3.817 -1.643 -3.143
H20 -2.063 -3.288 -1.251
H21 -2.018 -3.242 -3.035
H22 -1.367 -1.915 -2.095
C11 0.411 2.927 3.883
Cl1 1.372 1.476 4.130
Cl2 0.687 3.600 2.267
Cl3 -1.302 2.558 4.096
H23 0.704 3.668 4.614
C12 2.032 -0.568 -4.655
Cl4 3.288 -0.476 -3.423
Cl5 0.573 -1.351 -4.028
Cl6 1.647 1.033 -5.280
H24 2.405 -1.173 -5.471
C13 -3.299 0.747 7.480
Cl7 -3.942 2.065 8.446
Cl8 -3.898 0.842 5.813
Cl9 -1.537 0.734 7.502
H25 -3.648 -0.187 7.898
C14 1.836 -3.479 3.351
Cl10 2.423 -4.572 4.596
Cl11 2.087 -1.792 3.816
Cl12 2.603 -3.806 1.797
H26 0.772 -3.636 3.238
C15 -2.432 -1.668 -6.923
Cl13 -2.959 -2.493 -5.450
Cl14 -1.987 0.002 -6.578
Cl15 -1.098 -2.531 -7.676
H27 -3.265 -1.660 -7.613
C16 4.969 -0.015 1.106
Cl16 3.755 0.860 2.041
Cl17 4.227 -0.839 -0.268
Cl18 6.253 1.066 0.571
H28 5.405 -0.769 1.748
C17 10.090 1.092 1.934
Cl19 9.815 0.691 3.630
Cl20 10.871 2.663 1.777
Cl21 11.031 -0.166 1.135
H29 9.128 1.147 1.446

***

Record 2
Here is a molecular structure, C36H28Cl3CuOP2SSi from the Open Molecules 2025 dataset. Energies are from wB97M-V/def2-TZVPD.

As for the HOMO energy (alpha / beta): -11.0023 / -11.1865 eV. The calculation puts the HOMO-LUMO gap (alpha / beta) at 8.353 / 6.721 eV. Its multiplicity is 2. The energy above the lowest of the compared OMol25 structures with the same formula, charge and spin is 17.72 kcal/mol. The value obtained for the calculated total energy is -5855.2570 a.u. The charge is +1.

Element x y z (Å)
Cu1 0.124 0.524 -0.949
O1 -1.566 -0.897 2.685
S1 -0.609 -0.586 1.610
C1 0.909 -0.035 2.459
C2 1.206 -0.545 3.709
C3 2.334 -0.103 4.387
C4 3.152 0.861 3.819
C5 2.805 1.441 2.606
C6 1.667 1.017 1.929
P1 0.987 1.952 0.519
C7 -0.498 2.678 1.287
C8 -1.524 3.060 0.420
C9 -2.724 3.535 0.921
C10 -2.913 3.619 2.293
C11 -1.890 3.261 3.159
C12 -0.681 2.794 2.662
C13 2.116 3.335 0.220
C14 3.126 3.153 -0.725
C15 3.973 4.202 -1.042
C16 3.804 5.437 -0.430
C17 2.797 5.619 0.507
C18 1.950 4.573 0.836
C19 -0.103 -2.232 0.972
C20 0.320 -3.209 1.860
C21 0.492 -4.516 1.434
C22 0.228 -4.854 0.116
C23 -0.198 -3.884 -0.777
C24 -0.371 -2.567 -0.363
P2 -1.023 -1.301 -1.516
C25 -0.690 -1.925 -3.186
C26 -1.661 -1.977 -4.180
C27 -1.297 -2.299 -5.480
C28 0.028 -2.558 -5.793
C29 1.003 -2.486 -4.806
C30 0.648 -2.166 -3.508
C31 -2.801 -1.459 -1.207
C32 -3.491 -0.387 -0.648
C33 -4.832 -0.527 -0.321
C34 -5.480 -1.728 -0.557
C35 -4.795 -2.794 -1.128
C36 -3.455 -2.666 -1.449
H1 0.522 -1.246 4.170
H2 2.562 -0.507 5.364
H3 4.041 1.194 4.338
H4 3.397 2.253 2.202
H5 -1.367 2.982 -0.652
H6 -3.514 3.827 0.240
H7 -3.857 3.969 2.689
H8 -2.035 3.332 4.228
H9 0.110 2.520 3.348
H10 3.239 2.189 -1.208
H11 4.755 4.063 -1.777
H12 4.455 6.261 -0.689
H13 2.664 6.584 0.978
H14 1.159 4.717 1.561
H15 0.491 -2.962 2.896
H16 0.821 -5.268 2.138
H17 0.346 -5.877 -0.217
H18 -0.397 -4.152 -1.807
H19 -2.693 -1.752 -3.942
H20 -2.051 -2.346 -6.254
H21 0.309 -2.791 -6.811
H22 2.042 -2.661 -5.052
H23 1.406 -2.095 -2.736
H24 -2.977 0.551 -0.467
H25 -5.367 0.299 0.127
H26 -6.523 -1.842 -0.293
H27 -5.305 -3.731 -1.312
H28 -2.920 -3.499 -1.889
Cl1 4.208 -1.933 1.507
Si1 3.422 -1.641 -0.343
Cl2 3.402 -3.443 -1.287
Cl3 4.588 -0.353 -1.392

***

Record 3
Here is C5H8N2 in the gas phase in a non-equilibrium geometry from the Open Molecules 2025 dataset. Energies are from wB97M-V/def2-TZVPD.

As for the HOMO energy: -7.5898 eV. The calculation puts the HOMO-LUMO gap at 8.626 eV. The energy above the lowest of the compared OMol25 structures with the same formula, charge and spin is 67.26 kcal/mol. The value obtained for the calculated total energy is -304.7283 a.u. As for the structure (SMILES): CN1C=CCC=N1.

Element x y z (Å)
C1 -0.942 -1.102 0.725
C2 0.339 -0.754 0.675
C3 -1.218 0.879 -0.828
C4 -1.945 -0.214 -0.038
C5 2.172 0.620 -0.093
N1 0.062 1.012 -0.888
N2 0.809 0.374 0.001
H1 -1.384 -2.083 1.142
H2 1.214 -1.413 1.107
H3 -1.909 1.336 -1.453
H4 -2.556 -0.906 -0.631
H5 -2.597 0.159 0.677
H6 2.756 -0.056 -0.661
H7 2.451 1.526 -0.703
H8 2.747 0.621 0.966

***

Record 4
Here is 2 unconnected molecules or ions with the total composition C3H7NO2 in a non-equilibrium geometry from the Open Molecules 2025 dataset. Energies are from wB97M-V/def2-TZVPD.

As for the HOMO energy: -8.8917 eV. The calculation puts the HOMO-LUMO gap at 9.640 eV. The energy above the lowest of the compared OMol25 structures with the same formula, charge and spin is 50.19 kcal/mol. The value obtained for the calculated total energy is -323.7010 a.u. As for the structure (SMILES): C=CN.O=CO.

Element x y z (Å)
C1 -1.009 -0.734 0.554
C2 -0.058 -0.831 1.491
N1 -1.931 0.231 0.212
H1 -0.972 -1.461 -0.256
H2 0.442 -1.782 1.473
H3 -0.058 -0.359 2.460
H4 -2.413 0.842 0.848
H5 0.750 0.134 -0.252
H6 -2.452 0.049 -0.625
O1 1.397 0.873 -0.314
C3 1.955 0.969 -1.543
O2 2.620 0.121 -2.054
H7 1.730 1.947 -1.993

***

Record 5
Here is 2 unconnected molecules or ions with the total composition CH7N3 in a non-equilibrium geometry from the Open Molecules 2025 dataset. Energies are from wB97M-V/def2-TZVPD.

As for the HOMO energy: -8.4248 eV. The calculation puts the HOMO-LUMO gap at 9.350 eV. The energy above the lowest of the compared OMol25 structures with the same formula, charge and spin is 23.09 kcal/mol. The value obtained for the calculated total energy is -206.5277 a.u. As for the structure (SMILES): [H]/N=C/N.N.

Element x y z (Å)
N1 -0.193 0.505 -2.572
H1 -0.339 1.428 -2.967
H2 -0.740 -0.176 -3.092
H3 0.714 0.213 -2.943
N2 0.702 0.506 1.300
C1 -0.222 -0.465 1.476
N3 -1.096 -0.485 2.427
H4 1.388 0.236 0.612
H5 1.051 1.051 2.067
H6 -0.150 -1.385 0.883
H7 -1.114 -1.426 2.809

***

Record 6
Here is a molecular structure, C30H75BCdF4KN5O8S2 in a non-equilibrium geometry from the Open Molecules 2025 dataset. Energies are from wB97M-V/def2-TZVPD.

As for the HOMO energy: -0.2535 eV. The calculation puts the HOMO-LUMO gap at 3.271 eV. The value obtained for the calculated total energy is -4052.2776 a.u. The charge is -2.

Element x y z (Å)
K1 -0.204 2.304 -2.823
Cd1 0.259 -1.845 -2.745
S1 0.393 -0.128 -4.843
O1 -0.251 -1.422 -4.567
O2 1.528 -0.187 -5.735
O3 -0.578 0.927 -5.125
O4 0.830 -0.017 -3.451
S2 3.312 -2.716 -3.597
O5 3.764 -1.301 -3.694
O6 4.281 -3.555 -2.906
O7 2.005 -2.758 -2.872
O8 3.062 -3.056 -4.990
B1 -0.447 -0.319 -0.482
F1 -1.106 -0.330 -1.697
F2 -0.036 0.901 -0.045
F3 -1.347 -0.948 0.421
F4 0.490 -1.271 -0.805
C1 0.513 -4.560 -0.668
C2 -0.930 -4.046 -1.039
N1 -1.123 -3.574 -2.445
C3 -2.555 -3.255 -2.513
C4 -2.914 -2.388 -3.738
C5 -0.777 -4.504 -3.543
C6 -1.501 -5.889 -3.584
H1 0.749 -5.259 -1.464
H2 0.306 -4.933 0.339
H3 1.242 -3.770 -0.509
H4 -1.609 -4.906 -0.969
H5 -1.234 -3.246 -0.368
H6 -3.077 -4.217 -2.539
H7 -2.853 -2.636 -1.666
H8 -2.408 -1.435 -3.607
H9 -2.742 -2.896 -4.682
H10 -3.947 -2.028 -3.679
H11 0.264 -4.728 -3.303
H12 -0.713 -4.121 -4.558
H13 -2.336 -5.978 -2.889
H14 -0.783 -6.659 -3.303
H15 -1.839 -6.031 -4.610
C7 -0.146 1.951 2.984
C8 1.306 2.267 3.338
N2 1.574 3.419 4.200
C9 1.070 4.664 3.633
C10 1.662 5.126 2.298
C11 3.009 3.437 4.498
C12 3.388 4.410 5.628
H16 -0.531 2.699 2.293
H17 -0.846 1.913 3.828
H18 -0.312 0.911 2.702
H19 1.702 1.415 3.901
H20 1.906 2.148 2.427
H21 -0.015 4.753 3.552
H22 1.251 5.519 4.291
H23 1.412 4.515 1.428
H24 1.194 6.087 2.071
H25 2.745 5.249 2.280
H26 3.640 3.712 3.644
H27 3.479 2.498 4.793
H28 3.093 3.903 6.550
H29 2.821 5.339 5.565
H30 4.448 4.652 5.679
C13 -3.390 -5.626 1.940
C14 -3.830 -5.319 3.369
N3 -3.022 -4.266 3.974
C15 -2.957 -2.995 3.223
C16 -1.570 -2.316 3.372
C17 -3.258 -4.110 5.388
C18 -4.685 -3.666 5.888
H31 -3.878 -6.523 1.551
H32 -2.338 -5.911 1.890
H33 -3.609 -4.801 1.266
H34 -4.867 -4.965 3.302
H35 -3.721 -6.209 3.990
H36 -3.077 -3.114 2.150
H37 -3.653 -2.241 3.604
H38 -1.295 -2.398 4.424
H39 -0.829 -2.886 2.812
H40 -1.629 -1.301 2.984
H41 -2.643 -3.324 5.832
H42 -2.854 -5.007 5.865
H43 -4.822 -2.743 5.326
H44 -4.611 -3.448 6.954
H45 -5.474 -4.406 5.762
C19 5.058 2.218 1.397
C20 5.479 0.948 0.638
N4 5.607 1.248 -0.794
C21 6.799 2.041 -1.096
C22 8.193 1.634 -0.549
C23 4.410 1.749 -1.472
C24 3.227 0.748 -1.312
H46 4.906 2.093 2.472
H47 4.111 2.594 1.009
H48 5.803 3.010 1.293
H49 6.362 0.415 0.990
H50 4.703 0.180 0.627
H51 6.996 2.018 -2.168
H52 6.762 3.066 -0.699
H53 8.309 0.548 -0.649
H54 8.943 1.887 -1.301
H55 8.438 1.994 0.448
H56 4.716 1.816 -2.517
H57 4.220 2.792 -1.177
H58 2.684 0.768 -2.256
H59 2.634 0.850 -0.400
H60 3.648 -0.256 -1.242
C25 -2.602 2.596 -0.129
C26 -3.214 2.303 -1.520
N5 -2.899 3.359 -2.475
C27 -3.140 4.726 -2.020
C28 -4.641 5.030 -1.868
C29 -3.463 3.044 -3.804
C30 -2.877 3.796 -4.967
H61 -3.074 3.477 0.309
H62 -1.551 2.881 -0.234
H63 -2.557 1.747 0.550
H64 -2.863 1.313 -1.811
H65 -4.294 2.241 -1.337
H66 -2.602 4.984 -1.110
H67 -2.791 5.395 -2.808
H68 -4.854 6.013 -1.439
H69 -5.097 4.997 -2.856
H70 -5.140 4.379 -1.148
H71 -4.552 3.168 -3.792
H72 -3.277 1.982 -3.977
H73 -1.797 3.674 -5.091
H74 -2.984 4.884 -4.958
H75 -3.263 3.415 -5.913

***

Record 7
Here is a molecular structure, C23H16BrN6O3PtS2 from the Open Molecules 2025 dataset. Energies are from wB97M-V/def2-TZVPD.

As for the HOMO energy: -10.5556 eV. The calculation puts the HOMO-LUMO gap at 6.478 eV. The energy above the lowest of the compared OMol25 structures with the same formula, charge and spin is 0.55 kcal/mol. The value obtained for the calculated total energy is -4929.8305 a.u. The charge is +1.

Element x y z (Å)
Pt1 -1.002 -2.016 0.799
Br1 2.124 9.494 -4.615
C1 1.756 7.834 -3.800
C2 2.502 6.718 -4.163
C3 2.239 5.500 -3.569
C4 1.228 5.403 -2.614
C5 0.487 6.523 -2.263
C6 0.748 7.748 -2.853
N1 0.877 4.198 -1.945
N2 1.599 3.227 -2.215
C7 1.240 1.982 -1.643
C8 2.195 1.006 -1.823
C9 2.075 -0.299 -1.327
C10 0.958 -0.647 -0.611
O1 0.781 -1.859 -0.077
C11 -0.049 0.338 -0.428
N3 -1.155 -0.082 0.263
C12 -2.187 0.711 0.469
C13 -2.168 2.023 -0.011
C14 -1.076 2.488 -0.696
C15 0.047 1.652 -0.928
H1 3.281 6.810 -4.907
H2 2.808 4.622 -3.838
H3 -0.293 6.427 -1.519
H4 0.178 8.626 -2.584
H5 3.080 1.286 -2.379
H6 2.850 -1.033 -1.499
H7 -3.028 0.290 1.004
H8 -3.028 2.654 0.160
H9 -1.054 3.497 -1.072
N4 -0.262 -1.381 2.690
N5 -1.418 -1.197 3.482
C16 -2.650 -1.770 3.070
O2 -3.555 -1.822 3.853
O3 -2.727 -2.085 1.791
H10 0.378 -2.070 3.079
H11 0.238 -0.498 2.602
H12 -1.276 -1.189 4.482
S1 -1.935 -2.981 -1.101
C17 -1.473 -4.385 -0.202
N6 -0.939 -4.047 0.950
C18 -0.542 -5.135 1.717
C19 0.015 -5.135 2.990
C20 0.321 -6.349 3.572
C21 0.073 -7.551 2.905
C22 -0.493 -7.562 1.645
C23 -0.800 -6.340 1.058
S2 -1.537 -6.063 -0.505
H13 0.192 -4.213 3.527
H14 0.752 -6.370 4.563
H15 0.321 -8.488 3.384
H16 -0.693 -8.492 1.132

***

Record 8
Here is C8H11N in the gas phase in a non-equilibrium geometry from the Open Molecules 2025 dataset. Energies are from wB97M-V/def2-TZVPD.

As for the HOMO energy: -8.5567 eV. The calculation puts the HOMO-LUMO gap at 9.360 eV. The energy above the lowest of the compared OMol25 structures with the same formula, charge and spin is 71.81 kcal/mol. The value obtained for the calculated total energy is -366.0236 a.u. As for the structure (SMILES): [H]/N=C/C1=C(C)C12CCC2.

Element x y z (Å)
C1 -1.160 -0.149 0.317
C2 -0.488 -1.260 -0.095
C3 -2.361 0.663 0.438
C4 2.192 1.090 -0.100
C5 1.387 0.368 1.054
C6 0.943 0.882 -0.999
C7 0.338 -0.031 0.036
C8 -0.507 -2.658 -0.412
N1 -2.256 1.808 -0.097
H1 -3.228 0.198 1.085
H2 2.403 2.097 0.062
H3 2.995 0.465 -0.319
H4 1.948 -0.296 1.599
H5 0.839 1.083 1.727
H6 0.443 1.882 -0.991
H7 1.253 0.555 -2.020
H8 -0.644 -2.925 -1.442
H9 -1.395 -3.041 0.030
H10 0.387 -3.133 0.105
H11 -3.091 2.401 0.024